Record 1
The following is a quantum chemistry calculation of a structure of composition C13H32GeN3O3SZr, from the OMol25 dataset.

Computed properties:
orbital gap (spin up / spin down)	8.5 / 7.6	eV
⟨S²⟩	0.753
net charge	+4
spin multiplicity	2

Each line ends with the Löwdin spin population.
Positions of all 54 atoms, in Å:
S 1.096055 2.767318 0.035380  0.001
N 2.655031 4.206569 1.597801  0.000
H -1.653147 2.212183 -1.639616  0.016
H -0.458706 1.281828 2.464309  0.000
O -1.640274 -0.021505 0.468597  0.009
H -1.297297 0.590269 3.813464  0.000
H -4.004044 1.083268 1.169237  0.000
C 2.160347 3.019919 1.399395  0.000
H 2.422132 4.975758 0.977972  0.000
H -1.729814 2.494558 -3.373066  0.000
C 2.288320 -2.963139 1.123520  0.000
C -2.241302 0.120082 1.939949  0.002
H -3.329072 -1.185409 3.240153  0.000
N 2.433077 2.014716 2.244602  0.000
C -3.188939 1.283783 1.862914  0.000
H 3.068166 2.146633 3.027248  0.000
Ge -1.472174 -1.881516 -0.275191  0.003
H -2.678313 2.206767 1.583107  0.000
H 1.991723 -0.826324 -1.642541  0.001
H -3.729526 -1.408521 1.553737  0.000
H 2.721980 -0.424913 -0.027616  0.000
H 3.285907 4.431637 2.362892  0.000
H 0.549513 -4.137163 -0.644852  0.000
N 2.020178 0.689308 1.975025  0.001
H 0.908289 0.686671 -4.003072  0.018
C -2.359132 -0.175707 -3.275309  0.058
C 1.183502 -3.378450 -1.108612  0.000
H -2.177702 -2.037827 2.254376  0.000
C -2.899590 -1.206670 2.234261  0.000
H -0.144405 2.436274 -2.585596  0.005
C 2.453958 -1.228438 -0.729835  0.001
H 2.868832 0.138498 1.825926  0.000
O 0.358264 -1.628989 0.419811  -0.001
C -1.005844 0.371402 2.782120  0.000
H -2.760006 0.285314 -4.176238  0.002
C -0.037266 0.323056 -4.389565  0.409
H -3.151133 -0.061027 -2.515850  0.027
H 2.052029 -3.907568 -1.507908  0.000
H -0.106213 -0.738992 -4.595235  0.015
C 1.643847 -2.355983 -0.096207  0.000
H -2.208335 -1.243950 -3.435012  0.004
H 1.619840 0.324754 2.842129  0.000
H -3.632803 1.441777 2.849389  0.000
H 1.647162 -3.720010 1.573398  0.000
Zr 0.291106 0.387197 0.129177  0.008
O -0.458593 -0.173122 -1.814369  0.140
H 2.536996 -2.215529 1.880166  0.000
H -0.367750 -0.518219 2.823013  0.000
H 0.678467 -2.912220 -1.960504  0.000
C -1.147204 2.004464 -2.594904  0.042
H -0.563276 0.981022 -5.073412  0.017
H 3.424372 -1.607858 -1.063063  0.000
C -1.136645 0.508285 -2.757831  0.219
H 3.219411 -3.454260 0.832339  0.000

Forces on the atoms, in the same order (eV/Å):
0.012 0.181 0.000
0.034 0.084 0.005
-0.012 0.033 -0.024
-0.152 -0.017 -0.054
0.070 -0.075 0.358
0.022 0.001 -0.002
0.008 0.025 -0.020
-0.077 -0.194 -0.018
-0.006 -0.011 -0.005
0.029 0.012 -0.019
0.061 -0.020 -0.018
0.018 -0.009 -0.357
0.000 0.007 -0.006
0.023 0.101 -0.011
-0.027 0.006 0.061
0.004 -0.005 -0.005
-0.291 -0.361 -0.065
-0.011 0.001 -0.023
-0.064 -0.017 0.032
0.011 -0.022 -0.015
0.011 -0.079 -0.106
-0.008 -0.018 0.005
-0.019 0.001 -0.015
0.079 0.101 0.072
-0.019 0.016 0.002
-0.288 -0.182 0.014
0.086 0.004 0.037
-0.021 -0.018 -0.019
0.003 0.060 0.087
0.000 -0.002 0.010
0.100 -0.195 -0.177
-0.016 -0.023 -0.013
0.187 -0.052 -0.218
-0.164 0.054 0.194
0.083 -0.020 -0.045
0.164 -0.005 -0.046
0.098 0.081 0.055
-0.006 0.005 -0.008
-0.046 0.002 0.062
-0.232 0.037 0.066
0.026 0.024 -0.081
-0.011 0.001 -0.002
0.011 -0.019 0.001
-0.012 0.017 0.014
0.119 0.096 -0.191
0.391 0.532 0.444
-0.008 -0.002 0.006
0.008 0.002 -0.008
-0.019 -0.022 -0.010
0.006 -0.106 -0.075
-0.060 0.009 0.068
0.003 0.031 -0.002
-0.091 -0.053 0.080
-0.008 0.003 -0.016



Record 2
The following is a quantum chemistry calculation of a structure of composition C46H36BrFN6PSTl, from the OMol25 dataset.

Computed properties:
orbital gap (spin up / spin down)	3.9 / 3.6	eV
net charge	-2
ΔE to the lowest compared entry with this formula, charge and spin	18.6	kcal/mol

Each line ends with the Mulliken charge.
Positions of all 93 atoms, in Å:
C 2.113232 3.065754 0.946286  0.088
Br 2.572163 -1.104648 -2.561269  0.031
C -2.244637 3.459041 -0.607632  0.082
C -0.813960 2.088701 -5.284395  -0.594
H -0.404206 1.399170 4.909684  0.493
C 0.206845 -3.377042 -0.979221  -0.240
C -0.235005 -0.234400 -5.509837  1.023
H 3.727489 2.797505 2.108353  0.233
H -1.289799 2.987190 -5.667095  0.347
C 0.488962 -0.141835 -4.279479  0.777
P 2.173899 -2.369960 0.697818  0.913
H -3.789137 4.703821 0.288938  0.355
C 6.010985 -3.523154 1.630853  -0.541
C 0.729896 0.697527 3.222246  0.032
C -2.023913 6.485105 3.536396  -0.393
C -3.553706 -1.267480 2.384959  0.383
C -0.269419 -1.457103 -6.228076  -0.783
H -1.777600 4.760178 4.793951  0.365
C 4.241344 -3.913073 -0.464276  -0.367
C 6.419175 -4.237468 0.512826  -0.391
N -1.985587 2.504803 -1.566617  0.117
C 0.448886 -6.033764 -0.216751  -0.707
H -0.463332 -0.877479 5.952695  0.368
H 5.839468 -4.970799 -1.419124  0.370
H 0.601569 -2.778783 4.759039  0.349
C -2.349554 -1.889388 2.139435  -0.747
H -4.855159 0.380995 1.998313  0.441
C -0.887281 0.922747 -5.996571  -0.839
H 1.755869 -3.476390 2.796664  0.257
H 2.571712 3.846908 2.745063  0.281
H -0.515094 -1.761813 1.072932  0.090
C -1.764245 5.139278 3.778072  -0.662
H -1.339095 -4.046356 -2.301224  0.491
H -2.704966 1.337326 -3.079941  0.360
C -0.491226 -5.669058 -1.174367  -0.414
H -5.558580 3.963926 -1.233006  0.370
C -1.474661 4.742256 1.406449  -0.476
H 4.415833 -2.439138 2.569582  0.394
C 3.814080 -3.204675 0.660142  -0.131
H 6.700508 -3.358391 2.450363  0.374
C 1.245856 -1.525907 3.118290  0.359
H -1.131225 -6.422514 -1.618291  0.358
C -2.973772 2.103998 -2.355914  0.071
C 1.270712 -5.070304 0.348991  -0.258
H 3.559229 -4.056786 -1.294342  0.413
C -1.735466 6.089740 1.178515  0.225
H -1.295799 3.230980 2.903857  0.407
Tl 0.055828 0.932911 -0.885866  1.195
H -0.267432 3.038388 -3.442833  0.353
C -0.610723 -4.341358 -1.556304  -1.223
H -1.426401 0.865967 -6.937051  0.292
S 2.694080 1.953092 -0.228832  -0.384
C 0.637704 -1.773857 4.353138  -0.896
C -1.735790 -0.052968 0.629840  -1.080
N 1.808160 -2.562431 2.374054  0.135
N -0.016770 3.187454 0.175691  0.581
C -0.191514 2.120337 -4.016195  -0.532
C 1.158433 -3.730930 -0.024198  0.365
H 0.399992 -3.478850 -6.349980  0.376
C -4.268485 2.591628 -2.317868  -1.185
H 7.424630 -4.636835 0.455418  0.357
C 1.291004 -1.273675 -3.955945  0.263
F -4.444797 -1.855646 3.248499  -0.398
C 4.723599 -3.007516 1.699897  -0.479
H 0.101341 -2.334721 -1.261272  0.750
H -3.275864 1.448054 0.440493  0.084
H 2.023481 -5.365924 1.073553  0.326
H -2.208432 8.002497 2.032018  0.350
C 0.073419 0.551850 4.436428  -0.776
N 3.042211 3.512871 1.913280  -0.554
C -3.567406 3.986836 -0.489853  -0.861
C 1.261964 -2.443654 -4.660711  -0.438
C -3.894655 -0.074891 1.784298  -1.089
C 5.529381 -4.425121 -0.535849  -0.666
N 1.312830 -0.314595 2.588019  0.153
H -2.116300 -2.832243 2.622962  0.462
H -5.022535 2.218752 -2.997817  0.359
C -4.554980 3.563522 -1.335307  -0.487
C -1.203075 3.788702 0.292674  0.203
C 0.041647 -0.713056 5.008113  -0.509
C 0.435194 -2.545573 -5.799520  -0.753
H -2.237582 7.157536 4.359448  0.352
H -1.717657 6.456487 0.158806  0.423
C -2.981905 0.515634 0.907823  0.616
C 0.426803 1.024024 -3.452506  -0.884
C -2.009781 6.955366 2.232107  -0.715
C -1.461586 -1.264571 1.261612  0.435
C -1.491768 4.281009 2.724735  -0.141
H 0.544457 -7.071265 0.082816  0.376
N 0.921939 3.564634 1.094665  -1.200
H 1.892018 -3.270922 -4.361259  0.421
H 0.787275 1.661179 2.721333  0.022
H -0.863197 -1.507333 -7.135861  0.328

Forces on the atoms, in the same order (eV/Å):
-0.023 0.002 0.120
-0.040 -0.044 -0.025
-0.037 -0.053 0.013
0.001 -0.027 -0.015
0.003 0.002 -0.018
0.042 -0.010 0.036
0.079 -0.037 0.080
0.008 0.015 -0.012
-0.003 -0.008 -0.007
-0.042 0.038 -0.031
-0.035 -0.053 0.074
0.001 0.006 -0.001
-0.017 -0.004 -0.015
-0.035 -0.003 0.003
-0.007 -0.011 0.000
0.025 0.026 -0.038
0.008 -0.002 0.012
0.001 -0.008 -0.004
-0.002 0.017 -0.026
-0.022 0.017 0.028
-0.066 0.041 0.063
0.031 0.001 0.034
-0.002 -0.006 0.004
-0.006 0.003 -0.003
-0.005 0.013 -0.008
0.014 0.007 -0.027
0.004 0.004 -0.004
-0.010 0.035 0.008
-0.047 -0.031 -0.043
-0.028 0.007 -0.019
-0.024 0.026 0.033
0.011 -0.024 -0.050
0.002 0.003 0.009
0.008 -0.003 0.012
-0.003 0.033 0.001
0.001 0.004 0.000
0.012 -0.109 -0.004
-0.005 0.000 -0.004
0.067 0.003 0.078
-0.005 0.005 0.007
0.005 0.060 0.018
0.003 0.004 -0.005
-0.003 0.039 -0.012
-0.012 -0.015 -0.039
0.013 -0.002 0.006
0.029 0.009 0.016
0.013 -0.004 0.004
0.007 -0.002 -0.165
-0.004 -0.018 0.000
0.008 -0.009 0.010
0.000 0.005 0.001
0.035 -0.020 -0.051
-0.049 -0.060 0.036
-0.018 -0.039 0.022
0.092 0.124 -0.022
0.034 -0.031 -0.133
0.009 -0.024 -0.010
-0.037 -0.008 -0.053
-0.005 0.003 -0.001
0.024 -0.039 -0.035
-0.001 0.001 -0.001
0.037 0.006 0.028
-0.001 -0.018 0.017
-0.002 -0.025 0.012
0.002 -0.002 -0.029
-0.010 0.015 -0.013
-0.005 -0.007 -0.003
0.000 0.002 -0.008
0.014 0.010 -0.006
0.015 -0.065 -0.044
-0.057 -0.030 -0.066
0.005 -0.010 0.011
0.019 0.014 -0.004
-0.041 0.002 -0.022
0.066 -0.018 0.009
0.008 0.007 -0.004
0.008 -0.007 -0.002
0.036 0.043 0.079
0.039 0.098 0.088
0.033 -0.012 -0.045
-0.019 0.012 -0.029
0.004 0.004 -0.001
-0.003 0.008 0.004
0.002 -0.007 0.016
-0.077 0.021 0.055
0.005 -0.001 -0.018
-0.012 -0.001 -0.013
-0.033 0.046 0.043
0.002 0.003 0.000
-0.028 0.080 0.089
-0.001 0.006 -0.005
-0.008 -0.018 0.012
0.004 -0.004 0.000



Record 3
The following is a quantum chemistry calculation of a cluster of 3 separate species, C7H13N2O in total at a distorted geometry, from the OMol25 dataset.

Computed properties:
orbital gap	9.3	eV
net charge	+1
ΔE to the lowest compared entry with this formula, charge and spin	45.9	kcal/mol

Each line ends with the Mulliken charge.
Positions of all 23 atoms, in Å:
H 1.528022 0.447898 1.010796  0.256
C 0.926120 1.335043 0.801670  -0.558
H 1.293535 1.107930 -2.034681  0.212
H -1.063268 2.672001 -0.898221  0.270
C -0.561335 1.730373 -1.129534  -0.658
H -1.687748 -3.688111 2.254821  0.382
H -2.569789 -3.857736 0.847386  0.386
H 1.995933 -1.810517 -1.189671  0.368
H -1.142101 1.199788 -1.880799  0.384
N 0.342504 -2.727704 -0.074291  -0.334
C -1.240381 0.132038 0.670833  0.551
H 1.451630 3.300645 0.066927  0.288
C 1.197275 -2.244304 -0.649902  -0.109
N -1.851479 -3.308869 1.321228  -0.434
C 0.882146 1.994190 -1.549351  -0.548
H 0.961232 2.824877 -2.247692  0.339
H -0.950902 -3.291948 0.762818  0.391
H -2.135224 -2.296788 1.373623  0.423
C -0.393698 0.943739 0.153967  0.029
H 2.665089 2.072257 -0.293755  0.324
C 1.595556 2.261966 -0.225366  -0.606
O -1.994644 -0.641614 1.159763  -0.689
H 0.751529 1.844848 1.749429  0.331

Forces on the atoms, in the same order (eV/Å):
0.053 0.054 0.019
0.099 -0.157 0.442
0.032 -0.061 -0.051
-0.044 0.022 -0.083
-0.290 -0.068 -0.234
-0.085 0.045 -0.127
0.095 0.051 0.098
0.408 0.231 -0.274
-0.069 0.058 -0.045
0.340 0.005 -0.194
-0.663 -0.769 0.393
0.031 0.041 0.015
-0.169 -0.139 0.101
-0.201 0.092 0.110
-0.034 0.043 0.096
0.014 -0.014 -0.037
-0.483 -0.091 0.285
0.149 -0.590 -0.028
0.385 0.589 -0.279
0.034 0.114 0.063
0.098 -0.045 -0.141
0.183 0.638 -0.149
0.116 -0.046 0.020



Record 4
The following is a quantum chemistry calculation of the molecule C2H4F4N3O2P3 at a distorted geometry, from the OMol25 dataset.

Computed properties:
orbital gap	8.6	eV
SMILES	CON=[P@](F)(/N=P\N=P\F)OC(F)F
net charge	0
ΔE to the lowest compared entry with this formula, charge and spin	0.0	kcal/mol

Each line ends with the Mulliken charge.
Positions of all 18 atoms, in Å:
N -0.823613 0.114717 0.221720  -0.465
F 0.699689 2.993126 1.521098  -0.260
F 0.397579 0.713437 -2.216781  -0.349
O -0.752731 -1.294432 0.435107  -0.176
H -0.811820 -2.115483 -1.506791  0.255
H -0.369243 4.241647 0.261218  0.153
P 0.999371 -2.447569 1.483008  0.420
N 1.908288 0.676317 -0.237711  -0.092
F 0.952316 -3.791218 0.505232  -0.283
F -1.405906 2.849769 0.975956  -0.237
P 2.943014 -0.312605 0.348035  -0.084
P 0.362706 0.833044 -0.564362  0.859
C -0.223764 3.162656 0.495276  0.424
C -1.558447 -1.989283 -0.628445  -0.560
H -1.975165 -3.025916 -0.282702  0.252
H -2.394628 -1.435122 -0.977853  0.319
N 2.047545 -1.590858 0.741044  0.068
O 0.004807 2.417780 -0.573046  -0.244

Forces on the atoms, in the same order (eV/Å):
0.421 0.574 -0.421
-0.542 0.017 -1.116
-0.283 0.000 2.271
-1.594 -1.176 -1.086
-1.398 -0.064 1.305
1.236 -0.606 -0.241
0.513 -0.758 -1.793
0.210 1.169 -0.531
-0.376 1.275 1.054
-1.634 -0.746 1.367
-0.484 -0.412 0.202
-0.174 -0.060 -2.003
-0.326 2.138 1.465
2.284 -1.921 -0.250
1.263 1.938 -0.201
-0.491 0.995 0.180
0.299 -0.932 1.043
1.077 -1.431 -1.246



no.,electronic energy (eV)
1,-93203.5247
2,-154803.0780
3,-12490.0469
4,-49440.5609